No. 1
2 unconnected molecules or ions with the total composition C14H20BrNO5, computed with ωB97M-V/def2-TZVPD.

Results
frontier orbital gap = 8.560 eV
lowest unoccupied orbital energy = -1.5 eV
electronic energy = -96608.27831 eV
SMILES string = CCCCOOC(=O)N[C@@H](Br)CC.O=C1C=CC(=O)C=C1

Positions of all 41 atoms, in Å:
C1 -0.58 2.81 2.22
C2 -0.87 1.94 0.99
C3 -0.65 0.44 1.26
C4 -0.43 -0.34 -0.02
O1 0.80 -0.11 -0.72
O2 1.78 0.37 0.22
C5 2.98 -0.26 -0.02
O3 3.33 -0.67 -1.07
N1 3.74 -0.28 1.19
C6 3.43 -1.46 2.00
Br1 4.40 -3.00 1.30
C7 3.77 -1.22 3.47
C8 2.79 -1.89 4.44
H1 -1.23 3.68 2.24
H2 -0.76 2.25 3.14
H3 0.45 3.16 2.21
H4 -0.25 2.24 0.15
H5 -1.92 2.06 0.70
H6 -1.55 0.02 1.71
H7 0.16 0.28 1.98
H8 -0.55 -1.42 0.14
H9 -1.19 -0.04 -0.74
H10 3.49 0.53 1.73
H11 2.38 -1.74 1.90
H12 4.77 -1.63 3.64
H13 3.83 -0.14 3.65
H14 1.88 -2.21 3.93
H15 3.23 -2.77 4.90
H16 2.50 -1.21 5.24
O4 -4.55 0.57 -2.03
C9 -3.98 0.33 -3.08
C10 -2.70 1.00 -3.43
C11 -2.07 0.73 -4.57
C12 -2.64 -0.24 -5.55
O5 -2.07 -0.48 -6.59
C13 -3.92 -0.90 -5.20
C14 -4.54 -0.64 -4.05
H17 -2.31 1.70 -2.70
H18 -1.14 1.20 -4.85
H19 -4.31 -1.60 -5.93
H20 -5.48 -1.11 -3.77

No. 2
A single C14H20F3N3O3 molecule at a distorted geometry, computed with ωB97M-V/def2-TZVPD.

Results
frontier orbital gap = 9.064 eV
lowest unoccupied orbital energy = 0.5 eV
ΔE to the lowest compared entry with this formula, charge and spin = 0.0 kcal/mol
electronic energy = -33608.21543 eV
SMILES string = CC(C)[C@H]1c2nc[nH]c2CCN1C(=O)OCCOCC(F)(F)F

Positions of all 43 atoms, in Å:
C1 -1.80 1.19 -2.53
C2 -0.32 1.24 -2.69
C3 0.29 2.53 -2.08
C4 0.35 -0.07 -2.20
C5 1.76 -0.11 -2.69
N1 2.15 -0.15 -4.03
C6 3.45 0.05 -3.99
N2 3.91 0.17 -2.71
C7 2.84 -0.02 -1.86
C8 2.66 -0.05 -0.36
C9 1.28 0.37 0.09
N3 0.27 -0.31 -0.74
C10 -0.64 -1.25 -0.22
O1 -1.36 -1.93 -0.99
O2 -0.66 -1.37 1.12
C11 -1.50 -2.43 1.66
C12 -1.64 -2.32 3.20
O3 -2.60 -1.29 3.56
C13 -2.06 0.03 3.84
C14 -2.11 0.38 5.33
F1 -1.51 1.60 5.54
F2 -1.42 -0.52 6.07
F3 -3.37 0.43 5.80
H1 -2.15 0.30 -2.97
H2 -2.12 1.17 -1.49
H3 -2.26 2.05 -3.05
H4 -0.09 1.27 -3.78
H5 1.37 2.45 -1.89
H6 0.13 3.31 -2.79
H7 -0.21 2.78 -1.20
H8 -0.16 -0.92 -2.72
H9 4.06 0.15 -4.89
H10 4.86 0.32 -2.44
H11 2.87 -1.08 0.00
H12 3.37 0.65 0.12
H13 1.16 1.48 0.11
H14 1.19 0.11 1.14
H15 -1.10 -3.40 1.37
H16 -2.51 -2.34 1.25
H17 -0.67 -2.14 3.65
H18 -2.05 -3.27 3.60
H19 -2.63 0.81 3.30
H20 -1.02 0.14 3.57

No. 3
A molecular structure, C14H20N2O2 at a distorted geometry, computed with ωB97M-V/def2-TZVPD.

Results
frontier orbital gap = 8.404 eV
lowest unoccupied orbital energy = 0.6 eV
ΔE to the lowest compared entry with this formula, charge and spin = 357.3 kcal/mol
electronic energy = -21903.63837 eV

Positions of all 38 atoms, in Å:
O1 -2.97 -1.97 -1.12
C1 -2.47 -1.19 -0.36
N1 -1.40 -1.37 0.40
C2 -0.89 -0.65 1.40
H1 -1.63 -0.08 1.67
C3 0.22 0.01 0.87
N2 0.76 -0.86 -0.05
C4 0.75 -2.12 -0.01
H2 1.14 -2.34 1.01
C5 -0.67 -2.62 0.05
H3 -1.05 -2.67 -0.94
H4 -0.99 -3.32 0.63
H5 1.36 -2.90 -0.73
C6 2.15 -0.23 -0.72
C7 3.30 -0.32 0.12
H6 3.93 -1.16 0.19
H7 2.97 -0.57 1.31
C8 3.95 1.01 0.16
H8 4.58 1.51 0.93
H9 4.71 1.05 -0.59
C9 2.81 1.98 -0.46
H10 2.12 2.35 0.64
H11 3.22 3.01 -0.78
C10 2.01 1.16 -1.17
H12 2.57 1.29 -2.56
H13 1.13 1.46 -1.51
H14 2.35 -1.21 -1.57
H15 1.02 0.49 1.61
H16 -0.13 1.00 0.48
H17 -0.60 -1.32 2.32
C11 -3.36 0.19 -0.21
C12 -4.67 0.32 -0.76
C13 -4.89 1.72 -0.27
C14 -3.84 2.02 0.33
O2 -2.91 1.13 0.44
H18 -3.54 3.31 0.81
H19 -5.80 2.23 -0.67
H20 -5.26 -0.33 -0.88

No. 4
2 unconnected molecules or ions with the total composition C14H20N2O5 at a distorted geometry, computed with ωB97M-V/def2-TZVPD.

Results
frontier orbital gap = 9.398 eV
lowest unoccupied orbital energy = 0.6 eV
ΔE to the lowest compared entry with this formula, charge and spin = 72.7 kcal/mol
electronic energy = -28058.69205 eV
SMILES string = CNC(=O)[C@H](Cc1ccccc1)NC(C)=O.CC(=O)OO

Positions of all 41 atoms, in Å:
C1 4.76 -2.20 1.14
N1 3.41 -2.36 0.61
C2 2.66 -1.37 0.10
O1 3.07 -0.21 0.06
C3 1.26 -1.69 -0.48
C4 0.18 -1.79 0.61
C5 -0.20 -0.46 1.25
C6 0.64 0.13 2.21
C7 0.29 1.37 2.78
C8 -0.90 2.01 2.40
C9 -1.74 1.42 1.45
C10 -1.40 0.18 0.87
N2 1.19 -2.87 -1.37
C11 1.45 -4.15 -1.08
C12 1.34 -5.13 -2.22
O2 1.76 -4.54 0.04
H1 5.28 -1.40 0.61
H2 4.71 -1.94 2.20
H3 5.32 -3.13 1.02
H4 2.99 -3.29 0.62
H5 1.00 -0.83 -1.09
H6 -0.72 -2.23 0.17
H7 0.51 -2.47 1.39
H8 1.56 -0.35 2.50
H9 0.94 1.83 3.51
H10 -1.16 2.97 2.83
H11 -2.65 1.92 1.15
H12 -2.05 -0.27 0.14
H13 0.95 -2.68 -2.33
H14 0.32 -5.13 -2.60
H15 2.03 -4.85 -3.01
H16 1.59 -6.12 -1.86
C13 -4.56 5.55 -2.83
C14 -4.31 5.66 -1.34
O3 -4.88 6.56 -0.73
O4 -3.47 4.76 -0.77
O5 -3.40 4.88 0.68
H17 -3.61 5.62 -3.37
H18 -5.02 4.58 -3.06
H19 -5.23 6.34 -3.17
H20 -3.88 5.68 0.97

No. 5
A molecular structure, C14H20N5OPdS2 at a distorted geometry, computed with ωB97M-V/def2-TZVPD.

Results
frontier orbital gap (spin up / spin down) = 6.652 / 6.919 eV
lowest unoccupied orbital energy (spin up / spin down) = -4.6 / -4.4 eV
electronic energy = -49484.69588 eV
net charge = +1

Positions of all 43 atoms, in Å:
Pd1 -0.29 0.55 0.18
C1 2.95 0.97 4.33
S1 1.47 1.99 4.33
C2 0.56 1.39 2.97
S2 1.19 0.12 1.96
N1 -0.60 1.95 2.82
N2 -1.25 1.38 1.72
C3 -2.53 1.43 1.70
C4 -3.22 0.75 0.59
C5 -4.58 0.86 0.38
C6 -5.15 0.14 -0.67
C7 -4.34 -0.66 -1.45
C8 -2.98 -0.71 -1.17
N3 -2.42 -0.02 -0.18
H1 3.59 1.42 5.08
H2 3.45 1.00 3.37
H3 2.73 -0.06 4.61
H4 -3.07 1.90 2.51
H5 -5.18 1.49 1.02
H6 -6.21 0.20 -0.86
H7 -4.74 -1.25 -2.26
H8 -2.31 -1.33 -1.75
C9 3.70 2.34 -0.68
N4 2.82 2.67 -1.80
C10 3.20 3.78 -2.67
C11 2.42 3.74 -3.96
C12 0.95 3.56 -3.65
N5 0.77 2.35 -2.86
C13 -0.53 1.70 -2.90
C14 1.64 2.03 -1.87
O1 1.40 1.14 -1.03
H9 4.58 2.97 -0.76
H10 3.99 1.30 -0.71
H11 3.20 2.53 0.27
H12 4.27 3.71 -2.86
H13 3.03 4.73 -2.15
H14 2.76 2.90 -4.58
H15 2.58 4.65 -4.53
H16 0.36 3.45 -4.56
H17 0.56 4.43 -3.11
H18 -0.90 1.75 -3.92
H19 -1.26 2.17 -2.24
H20 -0.43 0.64 -2.64

No. 6
A single C14H20O molecule at a distorted geometry, computed with ωB97M-V/def2-TZVPD.

Results
frontier orbital gap = 9.243 eV
lowest unoccupied orbital energy = 0.8 eV
ΔE to the lowest compared entry with this formula, charge and spin = 13.8 kcal/mol
electronic energy = -16888.69321 eV
SMILES string = C[C@H]1C2=C(CCCC2)[C@@H]2CCC[C@H]1C2=O

Positions of all 35 atoms, in Å:
C1 1.99 0.70 -2.01
C2 0.85 0.92 -0.98
C3 0.13 -0.39 -0.69
C4 -0.10 -0.76 0.59
C5 -0.85 -2.03 0.97
C6 -0.90 -3.09 -0.06
C7 -1.21 -2.44 -1.42
C8 -0.29 -1.31 -1.74
C9 0.25 0.07 1.71
C10 -0.82 1.03 2.10
C11 -1.14 2.04 0.91
C12 0.14 2.81 0.61
C13 1.22 1.77 0.22
C14 1.46 0.93 1.43
O1 2.31 1.18 2.24
H1 2.63 1.62 -2.02
H2 1.53 0.56 -2.94
H3 2.73 -0.25 -1.86
H4 0.21 1.47 -1.66
H5 -0.40 -2.47 1.80
H6 -1.84 -1.71 1.20
H7 -0.05 -3.73 -0.17
H8 -1.67 -3.85 0.25
H9 -0.98 -3.13 -2.19
H10 -2.26 -2.25 -1.54
H11 0.56 -1.73 -2.22
H12 -0.74 -0.78 -2.59
H13 0.41 -0.66 2.40
H14 -1.67 0.44 2.42
H15 -0.61 1.62 3.03
H16 -1.47 1.50 0.02
H17 -1.99 2.63 1.21
H18 0.44 3.59 1.30
H19 -0.04 3.32 -0.31
H20 2.17 2.37 -0.01

No. 7
A molecular structure, C14H21BN4Ti at a distorted geometry, computed with ωB97M-V/def2-TZVPD.

Results
frontier orbital gap (spin up / spin down) = 7.621 / 6.352 eV
lowest unoccupied orbital energy (spin up / spin down) = 0.5 / -0.8 eV
electronic energy = -44606.42135 eV
spin multiplicity = 3
⟨S²⟩ = 2.011

Positions of all 41 atoms, in Å:
C1 2.06 0.77 -0.35
C2 1.28 -1.60 -1.54
C3 1.86 0.13 0.93
H1 2.03 1.86 -0.45
C4 0.80 -2.21 -0.35
H2 0.78 -1.84 -2.49
H3 1.68 0.76 1.81
H4 -0.09 -2.87 -0.40
C5 2.51 -1.18 1.30
H5 2.56 -1.23 2.39
H6 3.55 -1.21 0.95
C6 3.06 0.22 -1.35
H7 4.08 0.33 -0.96
H8 3.03 0.83 -2.28
C7 2.75 -1.26 -1.71
H9 3.42 -1.92 -1.14
H10 3.06 -1.40 -2.75
C8 1.74 -2.46 0.83
H11 2.47 -3.24 0.56
H12 1.16 -2.85 1.68
Ti1 0.19 -0.25 -0.21
H13 0.52 1.58 0.40
B1 -3.27 -0.35 -0.24
N1 -2.60 0.77 -1.14
C9 -3.18 1.88 -1.63
C10 -2.18 2.78 -2.01
C11 -0.97 2.13 -1.76
N2 -1.23 0.89 -1.27
N3 -2.62 -0.07 1.16
C12 -3.22 0.44 2.26
C13 -2.24 0.83 3.16
C14 -1.01 0.49 2.57
N4 -1.25 -0.04 1.34
H14 -3.08 -1.46 -0.65
H15 -4.45 -0.05 -0.16
H16 -4.25 2.00 -1.66
H17 -2.30 3.79 -2.32
H18 0.05 2.49 -1.83
H19 -4.30 0.49 2.31
H20 -2.39 1.30 4.11
H21 -0.02 0.74 2.88

No. 8
A molecular structure, C14H21BeN3O3S2 at a distorted geometry, computed with ωB97M-V/def2-TZVPD.

Results
frontier orbital gap (spin up / spin down) = 3.045 / 6.303 eV
lowest unoccupied orbital energy (spin up / spin down) = 4.8 / 4.8 eV
ΔE to the lowest compared entry with this formula, charge and spin = 0.0 kcal/mol
electronic energy = -47544.61801 eV
net charge = -2

Positions of all 44 atoms, in Å:
Be1 -0.13 -0.39 -0.37
N1 -1.21 0.76 3.65
C1 -0.47 0.21 2.50
N2 0.07 -1.05 2.99
S1 -1.64 -0.19 1.11
H1 -1.66 1.62 3.35
H2 -1.94 0.09 3.87
H3 0.77 -0.84 3.70
H4 0.53 -1.50 2.21
C2 -2.43 1.32 -2.03
S2 -0.87 0.52 -2.40
O1 -0.49 0.98 -3.72
O2 -1.12 -0.91 -2.29
O3 0.05 0.96 -1.33
H5 -3.15 1.01 -2.79
H6 -2.27 2.39 -2.05
H7 -2.74 0.99 -1.03
N3 3.95 5.49 1.74
C3 3.23 4.57 1.79
C4 2.37 3.47 1.87
C5 0.99 3.58 1.50
C6 0.14 2.52 1.62
C7 0.58 1.25 2.09
C8 1.93 1.15 2.49
C9 2.81 2.20 2.37
H8 0.63 4.53 1.12
H9 -0.89 2.62 1.32
H10 2.32 0.22 2.88
H11 3.84 2.09 2.66
C10 3.45 -2.32 -0.06
C11 2.34 -1.82 -0.99
C12 2.86 -0.56 -1.70
C13 2.07 -2.89 -2.06
C14 1.07 -1.59 -0.18
H12 4.38 -2.52 -0.61
H13 3.14 -3.25 0.44
H14 3.65 -1.57 0.71
H15 3.79 -0.77 -2.24
H16 3.05 0.23 -0.97
H17 2.13 -0.18 -2.41
H18 2.97 -3.07 -2.67
H19 1.27 -2.56 -2.72
H20 1.77 -3.83 -1.60
H21 1.01 -2.43 0.52